Entry 1:
C37H33FGeMnNO6 as an isolated structure in a non-equilibrium geometry. Source: the OMol25 dataset; level of theory: the ωB97M-V functional and the def2-TZVPD basis.

```
80
Properties=species:S:1:pos:R:3:forces:R:3
Mn -2.2326 1.4667 0.3594 1.178 -1.043 -0.012
C 0.0511 2.4432 -6.2247 0.024 0.075 0.167
C 1.1407 2.9187 -5.2590 -0.004 0.026 -0.306
C 2.4768 2.3192 -5.6754 0.091 0.072 0.153
C 3.5597 2.6300 -4.6515 -0.099 -0.030 -0.050
C 3.1355 2.0585 -3.3271 0.445 -0.133 -0.006
C 4.0717 1.5262 -2.4428 -0.266 0.169 -0.265
C 3.6442 0.9586 -1.2602 -0.103 -0.075 0.223
F 4.5723 0.4530 -0.4145 -0.007 -0.001 -0.060
C 2.3175 0.8834 -0.9135 -0.003 0.000 -0.006
C 1.3621 1.4213 -1.7892 0.422 0.076 -0.148
C -0.0160 1.4615 -1.4988 -0.761 -1.069 0.334
O -0.5932 0.7420 -0.5173 0.305 1.523 -2.334
C -0.8946 2.2580 -2.2572 -0.179 0.070 0.276
C -0.4680 2.7922 -3.4162 0.388 -0.231 -0.039
N 0.8181 2.5429 -3.8787 -0.205 0.112 0.177
C 1.7786 2.0118 -3.0150 -0.288 -0.048 0.156
C -2.1739 2.5736 -1.4934 -0.158 0.688 -1.061
O -1.9118 3.2553 -0.4323 0.076 0.035 -0.309
O -3.2760 2.1691 -1.8816 0.147 0.226 -0.371
H 0.3842 2.5864 -7.2536 0.010 0.002 0.012
H -0.8803 2.9904 -6.0954 -0.029 -0.035 -0.026
H -0.1489 1.3840 -6.0566 0.002 -0.011 -0.046
H 1.2118 4.0145 -5.3205 0.035 -0.034 0.043
H 2.7405 2.7030 -6.6620 -0.041 0.000 -0.006
H 2.3653 1.2335 -5.7521 -0.013 -0.005 -0.059
H 3.7070 3.7134 -4.5858 -0.008 0.001 0.025
H 4.5118 2.1916 -4.9543 0.015 0.028 0.013
H 5.1265 1.5592 -2.6839 0.009 -0.040 0.028
H 2.0080 0.4306 0.0181 0.020 0.058 -0.037
H -1.0770 3.4545 -4.0121 -0.034 -0.057 -0.053
C -4.4682 -0.0496 3.8171 0.104 0.039 -0.060
C -3.4489 0.9903 3.3407 -0.271 0.089 -0.069
C -3.7733 2.3827 3.8531 0.111 -0.153 -0.054
O -2.1604 0.6789 3.8347 0.054 0.045 0.095
C -3.4748 0.9573 1.8030 -0.896 -0.564 0.896
O -3.1491 -0.1243 1.1743 0.061 0.113 0.067
O -3.9357 1.9488 1.1468 -0.073 0.229 0.485
H -4.4708 -0.0975 4.9073 -0.006 0.056 0.000
H -4.1971 -1.0293 3.4199 -0.032 -0.020 0.015
H -5.4655 0.2105 3.4565 -0.035 -0.040 0.034
H -3.8125 2.3596 4.9435 -0.004 0.018 0.012
H -4.7214 2.7297 3.4489 -0.011 0.026 0.026
H -2.9835 3.0622 3.5354 -0.056 0.068 0.004
H -1.9034 -0.1676 3.4543 -0.041 -0.130 -0.024
C -0.4470 0.9397 0.8933 0.114 -0.808 2.588
Ge -0.1148 -0.9864 1.5165 0.284 0.193 -0.313
C -1.1858 -2.1438 2.7555 0.163 0.440 -0.216
C -2.2375 -2.9396 2.3090 -0.019 -0.005 -0.051
C -2.9427 -3.7434 3.1917 -0.064 -0.048 -0.042
C -2.6189 -3.7521 4.5424 0.045 0.039 0.040
C -1.5820 -2.9548 5.0034 -0.047 -0.021 0.059
C -0.8693 -2.1626 4.1137 0.077 -0.074 -0.057
C 1.6792 -1.2445 2.3536 -0.234 0.134 -0.199
C 2.5776 -0.2110 2.5999 -0.103 0.051 -0.026
C 3.8537 -0.4744 3.0838 0.070 0.038 0.047
C 4.2530 -1.7805 3.3210 -0.020 0.011 0.015
C 3.3650 -2.8240 3.0862 0.037 -0.027 0.013
C 2.0907 -2.5527 2.6133 0.022 -0.007 0.006
C 0.0757 -1.9683 -0.2122 -0.075 0.073 0.272
C -1.0421 -2.1368 -1.0328 -0.014 -0.012 0.075
C -0.9158 -2.6363 -2.3205 -0.070 -0.021 -0.027
C 0.3374 -2.9640 -2.8192 0.094 -0.004 -0.039
C 1.4588 -2.8016 -2.0188 0.008 0.005 -0.026
C 1.3249 -2.3125 -0.7255 -0.097 -0.038 0.048
H -2.5118 -2.9219 1.2616 -0.045 -0.017 0.047
H -3.7608 -4.3539 2.8276 0.017 -0.013 -0.004
H -3.1737 -4.3747 5.2339 -0.021 0.007 -0.008
H -1.3329 -2.9389 6.0579 0.012 -0.028 -0.008
H -0.0462 -1.5558 4.4770 -0.055 0.000 0.034
H 2.2705 0.8111 2.4010 0.012 0.006 0.005
H 4.5414 0.3424 3.2702 -0.010 0.000 -0.019
H 5.2515 -1.9855 3.6880 0.000 -0.008 0.000
H 3.6718 -3.8480 3.2660 -0.009 0.001 0.012
H 1.3991 -3.3700 2.4323 0.045 -0.024 0.007
H -2.0196 -1.8422 -0.6632 -0.009 0.046 -0.086
H -1.7934 -2.7517 -2.9459 -0.007 0.013 0.020
H 0.4445 -3.3325 -3.8328 -0.025 -0.013 0.005
H 2.4439 -3.0371 -2.4050 -0.004 -0.037 -0.001
H 2.2090 -2.1891 -0.1115 0.055 0.022 -0.011
```
Positions in Å, forces in eV/Å.

Kohn-Sham gap (spin up / spin down) in eV: 4.32 / 4.15
Spin multiplicity: 2
Net charge: -1
⟨S²⟩: 1.2255


Entry 2:
C37H33N8O3RbS2 as an isolated structure in a non-equilibrium geometry. Source: the OMol25 dataset; level of theory: the ωB97M-V functional and the def2-TZVPD basis.

```
84
Properties=species:S:1:pos:R:3:forces:R:3
Rb 0.4177 0.3912 -0.6983 0.550 -0.203 -0.628
O -1.2437 1.5607 3.0070 -0.225 0.069 0.067
S -1.5894 1.0531 1.6961 -0.107 0.395 -0.015
O -0.9823 -0.2461 1.3885 -0.211 -0.089 0.501
N -1.2427 1.9826 0.4851 -0.510 -0.193 0.728
C -1.6222 3.2949 0.3814 -0.388 0.356 0.302
C -2.5228 3.9418 1.2201 0.305 -0.299 -0.179
C -2.8892 5.2782 1.0215 -0.003 0.242 -0.130
C -2.3680 6.0121 -0.0081 -0.133 0.085 0.166
C -1.4339 5.4157 -0.8793 0.139 -0.296 -0.019
C -0.8291 6.1261 -1.9390 0.072 -0.052 -0.090
C 0.0924 5.5070 -2.7338 -0.028 0.144 0.001
C 0.4003 4.1599 -2.4763 -0.064 -0.204 0.097
N -0.1450 3.4572 -1.5149 0.101 -0.132 -0.029
C -1.0506 4.0569 -0.7014 -0.155 0.253 0.074
C -3.3494 0.7167 1.6810 0.221 0.060 -0.036
C -3.8732 0.1187 0.5428 0.021 0.014 -0.029
C -5.2252 -0.1793 0.4901 0.083 -0.002 -0.017
C -6.0427 0.1314 1.5702 -0.040 -0.015 0.020
C -5.5123 0.7377 2.7001 -0.085 -0.031 -0.051
C -4.1572 1.0319 2.7590 0.118 0.019 0.093
H -2.9333 3.3961 2.0564 -0.048 0.064 0.047
H -3.5969 5.7360 1.7021 0.003 -0.017 0.006
H -2.6443 7.0494 -0.1541 -0.004 -0.014 -0.013
H -1.1034 7.1607 -2.1093 0.000 0.008 0.038
H 0.5869 6.0302 -3.5414 -0.026 -0.006 -0.013
H 1.1248 3.6375 -3.0953 0.011 0.046 -0.014
H -3.2077 -0.1005 -0.2848 -0.084 -0.041 -0.037
H -5.6401 -0.6527 -0.3907 -0.008 0.011 -0.003
H -7.0987 -0.1033 1.5271 0.001 0.020 0.015
H -6.1575 0.9807 3.5344 0.022 -0.001 0.013
H -3.7137 1.4933 3.6329 -0.023 -0.006 -0.017
N 3.0369 -0.7241 10.0435 0.000 -0.009 -0.060
C 3.0754 -0.7269 8.8945 -0.005 -0.004 0.281
C 3.1283 -0.7259 7.4651 0.027 -0.001 -0.339
C 4.2119 -1.2955 6.8002 -0.088 0.044 0.106
C 4.2652 -1.2845 5.4206 0.037 -0.033 -0.139
C 3.2428 -0.6991 4.6773 -0.067 0.002 0.334
C 2.1550 -0.1353 5.3431 -0.034 0.045 -0.125
C 2.0988 -0.1506 6.7220 0.031 -0.034 0.091
N 3.2997 -0.6734 3.2698 0.033 -0.026 -0.098
C 4.3617 -1.0505 2.4667 0.107 -0.012 -0.171
C 3.9603 -0.8382 1.1853 -0.037 0.032 0.194
N 2.6785 -0.3425 1.1731 -0.097 -0.028 -0.168
C 2.3114 -0.2587 2.4207 -0.089 0.060 -0.123
H 5.0109 -1.7503 7.3692 0.006 0.001 -0.006
H 5.1102 -1.7455 4.9314 -0.006 0.011 -0.032
H 1.3481 0.3265 4.7905 0.011 0.010 0.034
H 1.2531 0.2893 7.2323 -0.004 0.013 -0.020
H 5.2970 -1.4119 2.8507 -0.031 0.012 0.072
H 4.5063 -1.0016 0.2708 0.038 -0.019 0.046
H 1.3390 0.0882 2.7360 0.044 -0.054 0.082
C 2.6592 0.4203 -4.7960 -0.059 0.044 0.111
C 2.5573 -0.4590 -3.5752 0.051 0.080 -0.185
O 2.0738 -0.0357 -2.5442 0.718 -0.158 -0.803
C 3.0663 -1.8564 -3.6587 -0.014 -0.215 0.169
C 2.9396 -2.6689 -2.5305 -0.026 0.086 -0.036
C 3.3879 -3.9767 -2.5564 -0.002 -0.038 0.052
C 3.9671 -4.4892 -3.7101 -0.011 0.045 -0.034
C 4.0963 -3.6880 -4.8354 0.042 -0.081 -0.047
C 3.6478 -2.3774 -4.8126 -0.023 0.092 0.024
H 2.2429 1.3966 -4.5617 -0.003 -0.010 -0.004
H 2.1087 -0.0203 -5.6282 0.037 -0.007 -0.023
H 3.7026 0.5330 -5.0939 -0.007 -0.022 -0.046
H 2.4768 -2.2544 -1.6441 0.005 -0.028 0.005
H 3.2831 -4.6010 -1.6783 -0.007 0.011 -0.007
H 4.3144 -5.5140 -3.7347 0.005 0.003 0.007
H 4.5469 -4.0875 -5.7347 -0.005 0.010 0.005
H 3.7558 -1.7660 -5.6988 -0.012 0.006 0.009
C -3.9128 -2.0026 -4.8018 0.016 -0.131 0.002
C -3.0196 -3.1841 -4.4029 -0.083 0.218 -0.015
C -2.4331 -2.9682 -3.0454 -0.125 -0.200 0.422
N -1.4301 -2.2115 -2.7906 0.074 0.016 -0.355
N -1.1103 -2.1117 -1.4689 0.040 0.106 0.449
C -1.9031 -2.7926 -0.6944 -0.480 -0.345 -0.583
N -1.8061 -2.8657 0.6557 0.146 -0.013 -0.007
S -3.1381 -3.6648 -1.5951 0.351 0.282 -0.002
H -4.3040 -2.1391 -5.8105 -0.005 0.016 0.016
H -3.3406 -1.0766 -4.7681 -0.012 0.014 -0.018
H -4.7565 -1.9086 -4.1165 0.000 0.021 -0.009
H -2.2044 -3.2878 -5.1194 0.029 -0.041 0.036
H -3.5953 -4.1100 -4.4065 0.037 -0.034 -0.053
H -1.4218 -2.0277 1.0883 0.001 0.049 0.070
H -2.5889 -3.2695 1.1379 -0.060 0.030 0.042
```
Positions in Å, forces in eV/Å.

Kohn-Sham gap in eV: 7.04


Entry 3:
C37H34BaN4OPSb as an isolated structure in a non-equilibrium geometry. Source: the OMol25 dataset; level of theory: the ωB97M-V functional and the def2-TZVPD basis.

```
79
Properties=species:S:1:pos:R:3:forces:R:3
Ba -0.6667 -0.2194 1.1934 1.310 -0.655 -1.397
C -1.1610 -4.2927 1.4237 -0.036 0.000 -0.026
C -1.6840 -3.5452 2.6114 -0.127 -0.054 0.170
C -2.1258 -4.2054 3.7579 0.062 0.005 -0.066
C -2.5652 -3.4682 4.8386 -0.006 0.048 0.011
C -2.5732 -2.0768 4.7621 -0.023 -0.098 0.077
C -2.1333 -1.4888 3.5904 -0.123 0.616 0.101
N -1.7067 -2.2103 2.5540 -0.019 0.099 -0.111
Sb -2.4497 0.7513 3.6281 -0.574 0.060 0.604
C -0.4176 1.7377 3.5797 -0.439 -0.159 0.141
C -0.3631 2.7039 4.5661 -0.003 0.063 0.073
C 0.8346 3.3928 4.7511 -0.045 0.011 0.026
C 1.9167 3.0881 3.9571 0.066 -0.065 -0.082
C 1.7956 2.0997 2.9767 0.082 0.218 0.096
C 2.9545 1.7472 2.0947 -0.027 -0.017 -0.040
N 0.6393 1.4535 2.8115 -0.188 -0.238 -0.217
C -3.4451 1.0463 1.6315 0.136 0.015 0.530
C -4.5425 1.8835 1.7320 -0.077 0.051 -0.004
C -5.3752 2.0077 0.6241 -0.005 0.030 0.046
C -5.0969 1.2851 -0.5183 0.059 -0.060 -0.074
C -3.9735 0.4614 -0.5506 -0.167 0.112 -0.043
C -3.6205 -0.3665 -1.7476 0.006 0.005 -0.022
N -3.1732 0.3691 0.5158 0.226 -0.125 0.105
H -1.6520 -5.2587 1.3214 0.010 -0.004 0.011
H -0.0897 -4.4718 1.5333 0.005 0.011 0.006
H -1.3262 -3.7293 0.5049 0.004 0.015 0.000
H -2.1192 -5.2866 3.7882 -0.002 0.006 0.010
H -2.9093 -3.9642 5.7368 0.002 0.000 -0.003
H -2.9295 -1.4874 5.5966 0.009 0.026 -0.019
H -1.2190 2.9282 5.1894 -0.010 -0.023 -0.018
H 0.9089 4.1581 5.5127 -0.001 -0.005 -0.002
H 2.8598 3.6043 4.0765 -0.010 0.006 0.010
H 3.5019 2.6439 1.8060 0.012 -0.006 0.014
H 2.6315 1.2304 1.1923 -0.020 -0.009 -0.002
H 3.6467 1.0860 2.6190 -0.008 0.001 0.015
H -4.7663 2.4211 2.6440 0.030 -0.015 0.012
H -6.2399 2.6570 0.6663 0.000 -0.004 -0.009
H -5.7373 1.3496 -1.3873 -0.004 0.007 0.013
H -4.2679 -0.1416 -2.5922 -0.001 0.004 0.007
H -3.7252 -1.4279 -1.5149 0.000 0.001 0.007
H -2.5882 -0.1927 -2.0575 0.010 -0.004 0.026
O 1.3253 -2.1398 2.3315 -0.171 0.007 0.041
N 2.3907 -1.5755 1.6088 0.121 0.091 -0.074
C 2.2151 -1.7428 0.3623 -0.031 -0.071 0.035
C 3.1901 -1.2392 -0.6234 -0.027 0.060 -0.080
C 4.5441 -1.5145 -0.4560 -0.027 -0.025 0.017
C 5.4542 -1.1015 -1.4143 0.029 0.010 -0.021
C 5.0174 -0.4226 -2.5444 0.042 -0.020 -0.001
C 3.6720 -0.1351 -2.7067 -0.042 0.016 0.025
C 2.7436 -0.5298 -1.7475 0.037 -0.035 0.060
P 0.9865 -0.0254 -1.8388 -0.116 0.104 0.081
C 1.0714 1.7573 -2.2033 0.000 -0.012 -0.080
C 1.2659 2.2721 -3.4861 -0.013 -0.051 0.027
C 1.3572 3.6400 -3.6857 -0.003 0.038 0.015
C 1.2567 4.5134 -2.6091 0.001 -0.018 -0.043
C 1.0586 4.0150 -1.3310 0.000 -0.017 0.020
C 0.9614 2.6442 -1.1347 0.008 0.082 0.053
C 0.3629 -0.8033 -3.3585 0.091 -0.071 -0.001
C 0.8477 -2.0546 -3.7381 -0.001 0.019 -0.032
C 0.3028 -2.7156 -4.8296 0.012 -0.003 0.002
C -0.7293 -2.1347 -5.5527 0.028 -0.015 0.018
C -1.2154 -0.8887 -5.1808 -0.005 0.014 0.006
C -0.6772 -0.2267 -4.0869 -0.067 -0.007 -0.014
H 1.6335 -2.1275 3.2474 0.003 0.017 -0.034
H 1.3499 -2.3145 0.0110 0.023 0.017 0.003
H 4.8720 -2.0700 0.4130 -0.003 0.010 -0.008
H 6.5060 -1.3201 -1.2873 -0.007 -0.001 0.003
H 5.7300 -0.1136 -3.2976 -0.013 0.003 0.001
H 3.3440 0.4122 -3.5813 0.003 0.011 0.007
H 1.3280 1.6002 -4.3334 0.031 0.027 -0.002
H 1.5058 4.0286 -4.6846 0.003 -0.006 0.008
H 1.3286 5.5806 -2.7709 0.000 -0.004 0.006
H 0.9765 4.6903 -0.4890 0.001 0.001 -0.011
H 0.8208 2.2769 -0.1201 -0.003 -0.045 -0.016
H 1.6711 -2.5096 -3.1992 -0.011 0.009 0.009
H 0.6979 -3.6804 -5.1193 -0.022 0.008 -0.017
H -1.1455 -2.6458 -6.4104 0.000 0.003 0.004
H -2.0086 -0.4244 -5.7524 0.003 -0.002 0.007
H -1.0582 0.7529 -3.8199 0.013 -0.013 0.011
```
Positions in Å, forces in eV/Å.

Kohn-Sham gap in eV: 8.02
Net charge: +2


In eV, the energy above the lowest of the compared OMol25 structures with the same formula, charge and spin values for the records above are, in order, 0.548, 0.582, 0.732.